{
  "formula": "C27H29FN4O4",
  "method": "ωB97M-V/def2-TZVPD",
  "elements": ["H", "C", "H", "H", "C", "H", "C", "C", "C", "H", "C", "C", "C", "N", "H", "N", "O", "N", "O", "H", "C", "C", "C", "H", "H", "O", "C", "F", "C", "H", "H", "H", "H", "C", "H", "C", "H", "H", "C", "C", "H", "H", "C", "N", "H", "C", "H", "H", "H", "C", "C", "H", "O", "H", "H", "C", "C", "H", "H", "C", "H", "C", "H", "C", "C"],
  "xyz": [[0.3927, 3.3279, 2.9463], [0.6645, -3.3737, 0.0217], [2.3056, 2.1118, 1.8588], [-3.0007, 1.3335, -3.7695], [5.4038, 0.6772, 1.1306], [-0.7005, -5.0160, -0.2151], [-1.6543, -3.2998, 0.7179], [-5.9916, -0.2774, 0.4126], [4.0728, 0.3510, 0.9435], [-1.4444, 3.0504, 0.1588], [-1.3174, 2.0163, -2.6537], [-1.1396, 2.1792, 2.0013], [-0.7631, -2.9156, 1.9161], [-3.5949, 2.1900, -0.6469], [-2.4407, -3.9954, 1.0083], [0.7881, -2.0197, -0.4644], [-4.7121, 1.4231, -0.7609], [-1.8681, 2.4901, 0.8842], [2.7146, -2.2279, -1.6452], [0.0944, -1.3544, -0.1341], [-0.3637, -0.5709, -2.8445], [3.3266, 1.0240, -0.0158], [1.6942, -0.0398, -1.4893], [7.0323, 1.9166, 0.5068], [0.3765, 3.4985, 1.1765], [-1.5632, 1.5205, 2.9195], [-4.8335, 0.6454, 0.3306], [0.5849, 2.6301, -1.4371], [0.2533, 2.7980, 2.0027], [2.5160, 0.2073, -2.1730], [-5.9826, -0.9661, -0.4306], [0.0091, -1.5792, -2.9392], [-2.1250, -0.9758, -3.9769], [-0.1156, 1.6546, -2.0775], [-5.9459, -0.8396, 1.3398], [-1.5658, -0.2272, -3.4365], [1.2184, 1.0432, 2.7814], [-6.9227, 0.2859, 0.3757], [0.6506, -3.3854, 1.5526], [5.2478, 2.3338, -0.5975], [-1.6704, 3.0306, -2.5616], [-3.5770, 0.4570, 2.1314], [-2.0535, 1.0631, -3.3319], [1.9690, 0.6678, -0.2339], [-1.0116, -3.6922, -1.3436], [1.7906, -1.5651, -1.2194], [-1.1059, -3.3776, 2.8406], [1.4244, -2.7442, 1.9729], [1.4862, -3.9505, -0.4095], [0.3844, 0.3586, -2.1288], [-3.7980, 0.8918, 1.1820], [3.3261, 2.5348, -1.5299], [-0.1215, 0.3543, 0.5361], [-0.7784, -1.8355, 2.0621], [0.8212, -4.4038, 1.9027], [0.9977, 0.8309, 0.6861], [-3.0401, 1.8822, 0.5035], [5.7046, 3.1063, -1.1975], [-2.1348, -2.4113, 0.3080], [3.9160, 2.0141, -0.7910], [3.6071, -0.4260, 1.5312], [1.3057, 1.6834, 1.9001], [5.9838, 0.1514, 1.8737], [-0.7188, -3.9313, -0.3225], [5.9923, 1.6670, 0.3612]],
  "forces_ev_per_a": [[-0.069, 0.005, -0.073], [0.275, -0.390, -0.074], [-0.105, -0.043, 0.094], [-0.112, 0.027, -0.034], [0.055, 0.021, 0.060], [0.003, -0.052, -0.015], [-0.128, -0.053, -0.013], [0.056, 0.182, -0.219], [-0.084, 0.055, -0.159], [0.112, -0.080, 0.145], [0.334, 0.035, 0.069], [0.129, 0.570, -0.060], [-0.009, -0.001, 0.165], [0.918, 0.742, 0.237], [-0.079, 0.054, -0.033], [-0.441, -0.163, 0.377], [-0.591, -0.569, 0.210], [-0.063, 0.469, -0.333], [0.302, -0.153, -0.182], [0.180, 0.117, -0.162], [0.104, 0.182, 0.006], [0.422, 0.069, 0.170], [-0.006, -0.224, -0.182], [0.091, 0.020, 0.011], [0.003, 0.051, 0.022], [-0.043, -0.189, 0.214], [0.563, 0.132, 0.451], [-0.017, 0.067, 0.035], [-0.020, -0.293, 0.073], [-0.151, -0.143, 0.200], [-0.029, -0.085, -0.010], [-0.007, -0.107, 0.007], [-0.049, -0.065, -0.056], [-0.271, -0.180, -0.427], [-0.013, -0.034, 0.034], [-0.103, -0.018, -0.096], [0.062, 0.010, -0.027], [-0.080, -0.018, 0.032], [0.051, 0.009, -0.065], [0.028, 0.019, -0.045], [-0.021, 0.106, 0.039], [-0.026, -0.131, 0.198], [0.079, -0.086, -0.003], [0.131, -0.180, -0.255], [0.027, -0.067, -0.076], [-0.014, 0.483, -0.139], [-0.016, 0.073, 0.052], [0.095, -0.032, 0.015], [-0.119, 0.062, 0.063], [-0.051, 0.227, -0.140], [-0.331, -0.079, -0.370], [-0.094, 0.042, -0.086], [-0.034, -0.062, 0.139], [-0.013, 0.039, 0.070], [0.026, -0.052, 0.019], [0.224, 0.137, 0.336], [-0.906, -0.429, -0.312], [0.038, 0.066, -0.050], [-0.090, 0.023, -0.012], [-0.094, -0.054, 0.085], [-0.066, -0.109, 0.034], [-0.159, 0.094, -0.004], [0.052, -0.045, 0.064], [0.074, 0.000, -0.049], [0.067, 0.000, 0.035]],
  "smiles": "Cc1cc(NC(=O)CCC(=O)N(c2ccccc2)[C@@H](C(=O)NC2CCCC2)c2ccccc2F)no1",
  "e_homo_ev": -8.9,
  "spin_multiplicity": 1,
  "de_lowest_kcal_mol": 34.9
}